Molecular formula: C2H10NO2S
Method: DFT, ωB97M-V/def2-TZVPD

Last columns: bonded neighbours and bond lengths (Å).
CARTESIAN COORDINATES (ANGSTROEM)
1 C -0.212 0.585 -0.653  C2 1.520, N4 1.479, H5 1.098, H6 1.090
2 C -1.120 1.446 -1.516  C1 1.520, S3 1.823, H7 1.093, H8 1.097
3 S -2.511 0.527 -2.252  C2 1.823
4 N 0.452 -0.441 -1.486  C1 1.479, H9 1.022, H10 1.013
5 H 0.543 1.205 -0.152  C1 1.098
6 H -0.693 0.046 0.163  C1 1.090
7 H -1.519 2.311 -0.980  C2 1.093
8 H -0.478 1.893 -2.287  C2 1.097
9 H -0.334 -0.890 -1.961  N4 1.022
10 H 0.908 0.100 -2.212  N4 1.013
11 H 0.785 -0.754 3.286  O13 0.965
12 H -0.318 -0.397 4.276  O13 0.964
13 O 0.640 -0.437 4.187  H11 0.965, H12 0.964
14 H 1.938 -1.567 0.084  O16 0.956
15 H 0.490 -1.760 0.666  O16 0.960
16 O 1.429 -1.868 0.836  H14 0.956, H15 0.960

For the gap between HOMO and LUMO, the calculation gives 6.08 eV. The value obtained for the HOMO energy is -0.0983 Eh. The molar mass comes out at 112.174 g mol⁻¹. For the total energy, the calculation gives -18657.5876 eV. Its total charge is -1. The value obtained for the largest force on an atom is 0.03338 hartree/bohr.

Löwdin population analysis, charges in e, atoms 1 to 2: number 1, C, carries -0.418; number 2, C, carries -0.795